Entry 1:
{
  "formula": "C31H35B3FNaO35",
  "method": "the ωB97M-V functional and the def2-TZVPD basis",
  "symbols": ["Na", "O", "C", "O", "B", "O", "C", "O", "O", "C", "O", "C", "O", "O", "O", "C", "O", "B", "O", "C", "O", "O", "C", "O", "C", "O", "O", "O", "C", "O", "B", "O", "C", "O", "O", "C", "O", "C", "O", "O", "C", "C", "O", "C", "O", "O", "F", "H", "H", "H", "O", "C", "O", "C", "C", "C", "H", "H", "H", "H", "H", "H", "H", "H", "O", "C", "O", "C", "C", "C", "H", "H", "H", "H", "H", "H", "H", "H", "O", "C", "O", "C", "C", "C", "H", "H", "H", "H", "H", "H", "H", "H", "O", "C", "O", "C", "C", "C", "H", "H", "H", "H", "H", "H", "H", "H"],
  "xyz": [[-12.870, -5.287, 6.275], [-17.374, -3.491, 13.463], [-16.435, -3.241, 12.678], [-16.537, -2.729, 11.490], [-15.187, -2.710, 10.894], [-14.271, -3.230, 11.928], [-14.974, -3.493, 13.040], [-14.520, -4.036, 14.013], [-14.770, -1.374, 10.465], [-14.286, -1.438, 9.212], [-13.745, -0.513, 8.604], [-14.432, -2.882, 8.683], [-15.033, -3.571, 9.693], [-14.066, -3.366, 7.597], [-12.089, -6.026, 11.782], [-11.571, -5.135, 11.143], [-10.735, -4.153, 11.571], [-10.343, -3.284, 10.422], [-10.955, -3.929, 9.243], [-11.678, -4.900, 9.616], [-12.370, -5.613, 8.809], [-8.880, -3.231, 10.160], [-8.405, -2.124, 10.546], [-7.206, -1.830, 10.594], [-9.591, -1.244, 10.905], [-10.706, -1.865, 10.637], [-9.367, -0.101, 11.321], [-10.517, -4.933, 5.423], [-9.342, -4.786, 5.620], [-8.803, -4.873, 6.809], [-7.311, -4.656, 6.684], [-7.087, -4.405, 5.249], [-8.248, -4.508, 4.588], [-8.399, -4.483, 3.334], [-6.579, -5.875, 7.019], [-5.666, -5.675, 8.018], [-4.913, -6.502, 8.548], [-5.847, -4.229, 8.468], [-6.832, -3.673, 7.698], [-5.127, -3.627, 9.316], [-15.479, -6.843, 10.250], [-15.662, -6.600, 8.789], [-16.973, -6.087, 8.698], [-17.578, -6.113, 9.886], [-18.703, -5.811, 10.109], [-16.842, -6.779, 10.670], [-15.781, -7.744, 8.109], [-14.857, -6.038, 10.641], [-14.992, -7.785, 10.503], [-14.938, -5.979, 8.262], [-13.050, -7.933, 7.193], [-12.554, -9.027, 7.477], [-11.302, -9.413, 7.130], [-10.369, -8.428, 6.752], [-9.052, -9.130, 6.568], [-13.330, -10.219, 7.947], [-10.278, -7.698, 7.556], [-10.619, -7.834, 5.873], [-9.002, -9.804, 7.422], [-8.204, -8.454, 6.460], [-9.041, -9.831, 5.734], [-13.096, -10.386, 8.999], [-12.990, -11.108, 7.416], [-14.410, -10.113, 7.841], [-15.518, -5.530, 5.159], [-16.327, -5.666, 4.238], [-17.285, -6.568, 4.168], [-17.493, -7.528, 5.250], [-18.403, -8.657, 4.672], [-16.192, -4.862, 2.953], [-18.163, -7.032, 5.952], [-16.552, -7.884, 5.670], [-19.330, -8.203, 4.322], [-18.636, -9.296, 5.524], [-17.913, -9.256, 3.905], [-15.184, -4.450, 2.912], [-16.865, -4.007, 3.021], [-16.432, -5.545, 2.138], [-12.913, -6.683, 4.227], [-12.838, -7.549, 3.291], [-11.894, -7.859, 2.455], [-10.683, -7.037, 2.451], [-9.728, -7.724, 1.503], [-13.973, -8.505, 3.206], [-10.233, -7.129, 3.440], [-10.899, -5.982, 2.282], [-10.020, -7.687, 0.453], [-9.504, -8.749, 1.797], [-8.804, -7.155, 1.603], [-13.998, -9.031, 4.161], [-13.874, -9.098, 2.297], [-14.900, -7.940, 3.114], [-12.925, -3.346, 4.378], [-12.857, -2.815, 3.258], [-13.354, -1.646, 2.930], [-14.026, -0.822, 3.852], [-15.517, -1.289, 4.051], [-12.306, -3.595, 2.118], [-13.949, 0.184, 3.438], [-13.504, -0.687, 4.799], [-15.918, -1.523, 3.065], [-16.164, -0.528, 4.486], [-15.587, -2.243, 4.572], [-11.216, -3.604, 2.099], [-12.632, -3.233, 1.142], [-12.638, -4.606, 2.354]],
  "lowdin_charge": [0.35, 0.09, -0.37, 0.25, -0.89, 0.22, -0.37, 0.15, 0.23, -0.33, 0.12, -0.27, 0.20, 0.11, 0.14, -0.33, 0.22, -0.80, 0.28, -0.33, 0.04, 0.25, -0.42, 0.12, -0.38, 0.26, 0.11, 0.13, -0.39, 0.24, -0.85, 0.23, -0.30, 0.06, 0.19, -0.32, 0.10, -0.29, 0.20, 0.10, -0.01, -0.31, 0.14, -0.65, 0.17, 0.13, 0.06, 0.13, 0.15, 0.15, 0.09, -0.46, -0.01, -0.24, -0.05, 0.02, 0.14, 0.11, 0.08, 0.08, 0.07, 0.09, 0.08, 0.08, 0.09, -0.52, -0.02, -0.16, -0.06, 0.04, 0.13, 0.11, 0.07, 0.07, 0.07, 0.07, 0.08, 0.09, 0.04, -0.50, 0.02, -0.17, -0.06, 0.03, 0.12, 0.11, 0.08, 0.08, 0.08, 0.10, 0.09, 0.08, 0.09, -0.52, 0.00, -0.19, -0.04, 0.03, 0.11, 0.13, 0.06, 0.07, 0.06, 0.09, 0.09, 0.07],
  "orbital_gap_ev": 7.493,
  "lumo_energy_ev": 2.58,
  "total_charge": -2,
  "fmax_ev_per_a": 5.717,
  "multiplicity": 1,
  "homo_ha": -0.18049
}

Entry 2:
{
  "formula": "C31H35Br2N6NdO2Si",
  "method": "the ωB97M-V functional and the def2-TZVPD basis",
  "symbols": ["Nd", "C", "C", "N", "C", "C", "C", "C", "C", "C", "C", "N", "C", "C", "C", "C", "C", "C", "C", "C", "N", "C", "H", "H", "H", "H", "H", "H", "H", "H", "H", "H", "H", "H", "C", "C", "C", "C", "C", "C", "N", "N", "Si", "C", "C", "C", "H", "H", "H", "H", "H", "H", "H", "H", "H", "H", "H", "H", "H", "H", "H", "N", "C", "C", "C", "O", "O", "H", "H", "H", "H", "H", "H", "Br", "C", "Br", "H", "H"],
  "xyz": [[0.206, -0.042, -0.697], [-0.892, 2.987, -4.390], [-0.298, 2.051, -3.545], [-0.688, 1.944, -2.264], [-1.619, 2.808, -1.725], [-2.060, 3.931, -2.496], [-1.646, 4.010, -3.880], [-3.007, 4.805, -1.910], [-3.258, 4.786, -0.542], [-2.791, 3.731, 0.233], [-2.025, 2.690, -0.346], [-1.666, 1.578, 0.340], [-2.132, 1.224, 1.568], [-3.467, 1.454, 1.992], [-3.831, 1.293, 3.313], [-2.983, 0.779, 4.259], [-1.652, 0.412, 3.873], [-0.800, -0.263, 4.745], [0.475, -0.620, 4.276], [0.768, -0.488, 2.924], [-0.059, 0.093, 2.020], [-1.270, 0.544, 2.495], [-0.554, 3.017, -5.437], [0.569, 1.451, -3.832], [-2.053, 4.848, -4.516], [-3.383, 5.602, -2.558], [-3.974, 5.547, -0.118], [-2.984, 3.650, 1.282], [-4.157, 1.889, 1.335], [-4.800, 1.700, 3.677], [-3.264, 0.631, 5.292], [-1.110, -0.580, 5.709], [1.300, -1.026, 4.927], [1.647, -0.860, 2.447], [-3.043, -2.350, 0.894], [-1.729, -3.028, 0.666], [-1.606, -4.391, 0.915], [-0.422, -5.063, 0.592], [0.649, -4.365, 0.096], [0.556, -2.899, 0.041], [-0.671, -2.288, 0.229], [1.602, -2.044, -0.177], [3.295, -2.434, -0.123], [3.813, -3.587, 1.361], [4.255, -0.802, 0.219], [3.892, -3.194, -1.789], [-3.735, -2.454, 0.067], [-2.876, -1.298, 1.033], [-3.548, -2.737, 1.784], [-2.485, -4.896, 1.300], [-0.340, -6.139, 0.708], [1.628, -4.780, -0.165], [3.108, -3.414, 2.179], [4.794, -3.297, 1.776], [3.933, -4.670, 1.067], [3.531, -0.150, 0.734], [4.623, -0.399, -0.714], [5.097, -1.072, 0.839], [3.355, -4.122, -2.122], [4.942, -3.420, -1.801], [3.724, -2.411, -2.555], [1.641, 1.924, 0.457], [2.159, 2.909, -0.441], [3.341, 2.404, -1.268], [2.992, 1.181, -2.212], [3.665, 1.033, -3.243], [2.053, 0.355, -1.882], [1.098, 2.272, 1.240], [2.404, 1.435, 0.900], [2.458, 3.821, 0.119], [1.350, 3.330, -1.060], [4.173, 2.141, -0.577], [3.689, 3.253, -1.893], [-2.712, -0.525, -2.186], [-2.113, -2.131, -3.221], [-0.162, -2.277, -3.387], [-2.589, -1.998, -4.189], [-2.331, -2.998, -2.659]],
  "lowdin_charge": [1.65, -0.07, -0.13, -0.04, -0.19, -0.16, 0.00, -0.08, -0.08, -0.04, -0.25, -0.04, -0.26, -0.05, -0.10, -0.05, -0.16, 0.00, -0.04, -0.13, 0.02, -0.16, 0.11, 0.11, 0.13, 0.10, 0.12, 0.09, 0.09, 0.12, 0.10, 0.11, 0.12, 0.08, -0.05, -0.34, -0.07, -0.08, -0.03, -0.48, -0.01, -0.20, 0.45, -0.19, -0.15, -0.17, 0.06, 0.04, 0.09, 0.10, 0.11, 0.09, 0.01, 0.01, 0.04, 0.00, 0.02, 0.02, 0.03, 0.01, 0.03, -0.06, -0.29, -0.08, -0.62, 0.01, -0.30, 0.08, 0.05, 0.12, 0.11, 0.12, 0.12, 0.66, -0.88, 0.65, 0.01, -0.02],
  "orbital_gap_ev": [6.371, 6.377],
  "lumo_energy_ev": [-0.32, -0.31],
  "fmax_ev_per_a": 2.665,
  "de_lowest_kcal_mol": 18.0,
  "multiplicity": 4,
  "homo_ha": [-0.24577, -0.24592]
}

Entry 3:
{
  "formula": "C31H35BrIrN13O3S2",
  "method": "the ωB97M-V functional and the def2-TZVPD basis",
  "symbols": ["Ir", "N", "C", "N", "C", "N", "N", "C", "N", "C", "C", "C", "C", "C", "N", "H", "H", "H", "H", "H", "H", "H", "H", "N", "C", "C", "C", "C", "C", "C", "S", "O", "O", "N", "C", "N", "C", "C", "C", "N", "H", "H", "H", "H", "H", "H", "H", "H", "H", "C", "C", "C", "O", "C", "H", "H", "H", "H", "H", "H", "H", "H", "Br", "C", "C", "C", "N", "C", "C", "H", "H", "H", "H", "C", "N", "C", "C", "N", "C", "S", "H", "H", "H", "H", "H", "H"],
  "xyz": [[0.460, 0.126, -0.336], [-1.075, -1.269, 2.432], [-0.531, -0.074, 2.637], [-0.852, 0.564, 3.750], [-0.143, 1.648, 4.044], [-0.479, 2.370, 5.103], [0.950, 2.053, 3.338], [1.129, 1.442, 2.209], [0.352, 0.443, 1.716], [2.319, 1.796, 1.401], [3.314, 2.574, 1.972], [4.480, 2.806, 1.259], [4.599, 2.240, 0.002], [3.561, 1.464, -0.488], [2.425, 1.248, 0.177], [-1.643, -1.641, 3.178], [-0.692, -1.897, 1.747], [-1.234, 2.065, 5.697], [0.108, 3.132, 5.398], [3.166, 2.960, 2.970], [5.281, 3.395, 1.685], [5.493, 2.365, -0.594], [3.707, 0.965, -1.433], [-7.385, -3.261, 0.474], [-6.349, -2.443, 0.229], [-6.017, -2.085, -1.097], [-4.965, -1.247, -1.349], [-4.217, -0.735, -0.281], [-4.531, -1.076, 1.043], [-5.575, -1.925, 1.293], [-2.960, 0.360, -0.592], [-2.847, 1.288, 0.509], [-2.997, 0.859, -1.932], [-1.489, -0.515, -0.452], [-1.266, -1.835, -0.624], [0.042, -2.027, -0.308], [0.546, -3.261, -0.462], [-0.265, -4.296, -0.858], [-1.602, -3.991, -1.138], [-2.105, -2.766, -1.039], [-7.984, -3.577, -0.269], [-7.672, -3.471, 1.414], [-6.615, -2.463, -1.915], [-4.724, -0.963, -2.364], [-3.970, -0.647, 1.863], [-5.839, -2.177, 2.312], [1.588, -3.406, -0.225], [0.119, -5.300, -0.952], [-2.289, -4.761, -1.469], [4.573, -2.407, 0.368], [4.171, -3.066, -0.952], [3.287, -2.006, -1.586], [2.697, -1.256, -0.479], [3.303, -1.682, 0.770], [5.377, -1.687, 0.206], [4.905, -3.119, 1.121], [3.634, -3.999, -0.769], [5.021, -3.309, -1.586], [2.486, -2.381, -2.224], [3.897, -1.310, -2.169], [2.602, -2.333, 1.302], [3.487, -0.795, 1.377], [0.989, -0.449, -7.061], [0.800, -0.284, -5.223], [-0.373, -0.658, -4.589], [-0.479, -0.526, -3.219], [0.530, -0.067, -2.453], [1.653, 0.321, -3.088], [1.831, 0.234, -4.447], [-1.219, -1.034, -5.147], [-1.420, -0.759, -2.756], [2.424, 0.734, -2.467], [2.757, 0.570, -4.892], [1.506, 4.915, -0.108], [0.338, 4.450, 0.642], [-0.243, 5.140, 1.680], [-1.321, 4.420, 2.086], [-1.371, 3.308, 1.295], [-0.365, 3.329, 0.418], [-0.142, 2.237, -0.929], [1.454, 5.997, -0.192], [1.493, 4.479, -1.103], [2.417, 4.630, 0.414], [0.152, 6.080, 2.023], [-2.049, 4.613, 2.854], [-2.129, 2.617, 1.205]],
  "lowdin_charge": [1.37, 0.22, -0.40, 0.21, -0.41, 0.22, 0.21, -0.31, 0.01, -0.23, 0.02, 0.00, 0.01, -0.10, -0.03, 0.14, 0.08, 0.14, 0.13, 0.13, 0.14, 0.13, 0.10, 0.17, -0.28, 0.00, -0.05, -0.35, -0.06, 0.00, 0.66, -0.33, -0.27, -0.23, -0.53, -0.02, -0.07, 0.01, -0.04, 0.19, 0.12, 0.12, 0.13, 0.12, 0.11, 0.12, 0.10, 0.13, 0.14, -0.12, -0.13, -0.17, -0.31, -0.18, 0.13, 0.13, 0.12, 0.13, 0.12, 0.12, 0.12, 0.11, 0.92, -0.67, -0.05, -0.08, -0.12, -0.14, -0.06, 0.13, 0.09, 0.07, 0.13, 0.03, -0.08, 0.01, 0.00, 0.11, -0.60, 0.87, 0.12, 0.08, 0.09, 0.15, 0.14, 0.11],
  "orbital_gap_ev": [6.000, 3.915],
  "lumo_energy_ev": [-8.68, -10.77],
  "total_charge": 3,
  "fmax_ev_per_a": 1.570,
  "de_lowest_kcal_mol": 0.0,
  "multiplicity": 2,
  "homo_ha": [-0.53953, -0.53962]
}